63
Properties=species:S:1:pos:R:3 method="wB97M-V/def2-TZVPD" spin_multiplicity=5 molar_mass_g_mol=570.6 charge=0 e_tot_ev=-52534.9676 orbital_gap_ev="5.59 / 7.21" relative_energy_kcal_mol=0.0 homo_energy_ev="-4.955 / -7.722"
H -4.29720 1.16422 -0.55589
H -2.79940 0.61172 2.25181
C 0.01350 3.01122 -4.94679
H -2.80850 -1.17228 2.37201
C -0.03200 0.76862 -4.00069
H 1.41250 3.41732 2.02461
P -2.50900 -0.42858 0.06731
H 0.28000 1.61712 3.95811
C 0.32960 -3.16288 1.86371
C 0.00080 3.55462 -3.65059
H -0.32890 -5.23608 1.78021
H -0.04480 -0.31958 -4.11799
H 1.01690 0.09522 3.30971
H 0.00630 1.18562 -6.12009
C 0.14390 0.77672 3.24691
H 0.03630 3.66992 -5.82109
H 3.24530 0.35992 1.74511
C -0.00340 1.61642 -5.11259
H 2.83300 -2.22548 -2.17129
H 2.91120 -3.07168 -0.59879
C 0.10690 -4.47798 1.10501
H 1.05800 -4.87218 0.70561
H -2.33350 2.53382 1.71761
H 0.07630 -3.51428 3.99771
Si 0.00280 1.45202 1.51401
C 1.45200 2.62552 1.24851
C -0.49190 -3.08638 3.15581
H 2.44070 2.17332 1.32301
H -1.26020 3.36372 0.53841
H -1.02220 3.55652 2.29381
H 4.28840 0.72482 -1.19169
H -0.59010 -4.31948 0.26451
C 3.18670 0.71782 -1.26469
H -0.71910 -2.03348 3.39941
H 1.40920 -3.09348 2.12861
C -3.17950 -0.31358 1.78781
H 0.01410 4.64172 -3.51349
H 1.36440 3.11592 0.26171
H 2.88350 0.62672 -2.32049
C -3.54620 -1.80008 -0.64149
H -4.28390 -0.30688 1.80021
C -1.29680 2.82532 1.50591
C -3.21700 1.05952 -0.75899
P 2.45290 -0.67868 -0.31139
H -3.29410 -2.74318 -0.12779
H 4.32100 -2.10348 -1.16289
H -0.03740 3.12872 -1.51469
H -2.67610 1.94752 -0.39339
Pt -0.02840 -0.55568 -0.14419
H 2.77670 1.66132 -0.86899
C -0.02850 2.72082 -2.53009
H -4.62840 -1.60338 -0.53379
H -3.04680 0.97512 -1.84479
H -0.78040 0.23172 3.51351
C -0.04490 1.30872 -2.68759
O 0.00700 -2.07738 1.03751
H -3.30040 -1.91338 -1.71109
C 3.39340 -0.62938 1.28181
C 3.21730 -2.15948 -1.13919
H 4.47240 -0.80708 1.12691
H -1.44280 -3.63808 3.05161
H 2.98880 -1.39608 1.96341
N -0.06990 0.50052 -1.58569

68
Properties=species:S:1:pos:R:3 method="wB97M-V/def2-TZVPD" spin_multiplicity=3 molar_mass_g_mol=517.3 charge=0 e_tot_ev=-128566.3245 orbital_gap_ev="6.58 / 7.73" homo_energy_ev="-7.929 / -9.084"
H -7.44253 -0.71089 0.19608
C 0.03893 -1.91940 -1.15004
Br 11.31536 -3.60812 -0.52944
H 2.95286 1.61333 -1.89817
C -5.93531 0.56112 -0.63154
P 8.10963 -2.11237 -1.16302
S 7.69344 -0.48323 -0.14910
C 1.47343 0.07924 -1.58921
H -6.64295 -0.63471 -2.24430
C 3.27935 -0.79713 0.60258
H -7.75338 1.74312 -0.20835
H 4.22566 -0.34830 -1.27055
C -5.07689 0.83163 2.20457
H -6.47878 2.93994 1.16227
O 11.91583 -0.63803 -0.89306
C -6.44875 0.25346 1.86354
H -3.10365 2.75009 2.38395
N -4.62978 1.16257 -0.19429
C 0.96746 -0.89239 -0.52293
H 7.08137 -2.67181 -1.93193
O -3.63625 0.36738 -0.38670
H -6.51175 2.62821 -1.08783
H 1.85902 -0.49737 -2.43572
H 5.24107 -1.15473 1.35925
C -6.97690 1.65374 -0.96755
H 1.98227 -0.48375 2.34426
H -5.10611 1.34182 3.16983
C 2.88918 -0.07063 1.91133
H 4.12745 -2.50458 1.62856
H -6.71626 -0.50599 2.59973
O 2.52664 -2.60734 -0.64542
H -0.76609 0.23538 0.08575
C 2.57275 1.00673 -1.07446
H -7.21779 1.02710 1.93360
H -5.13094 3.77910 0.39287
C 4.43174 -1.73353 0.91900
C -6.44114 -0.37339 0.47128
H -5.20009 3.61821 2.14753
C 0.15541 -0.13835 0.53351
H -0.26784 -2.66479 -0.41602
H 2.73696 0.99887 1.76919
C -4.57452 1.82067 1.15450
B 9.53438 -1.36570 -2.13650
H -2.46863 1.36354 1.50665
H 0.67114 0.72339 0.94995
H 0.50820 -2.43429 -1.98397
H 11.23014 -0.30760 -0.31402
N 2.14054 -1.61479 0.07025
H 9.30924 -0.49039 -2.90006
H 3.67642 -0.19153 2.65376
P 11.38766 -1.82120 -1.88022
C -5.40709 3.10873 1.20709
H -0.85130 -1.40482 -1.51143
H -0.12343 -0.79931 1.35541
H -2.75452 2.88456 0.65720
H 2.16762 1.71004 -0.34215
H -5.25452 0.37477 -2.67852
H -4.35293 0.01629 2.29613
H 0.62225 0.65599 -1.95720
C -3.13527 2.21895 1.43252
H -5.80161 -1.26081 0.49071
C 3.72113 0.20193 -0.47040
H 4.81349 -2.22199 0.02595
H 8.55401 -3.15985 -0.36313
H 4.46833 0.86480 -0.02965
C -5.68574 -0.24836 -1.89449
H -5.01814 -1.08625 -1.71688
H -7.46947 1.42306 -1.91057

80
Properties=species:S:1:pos:R:3 method="wB97M-V/def2-TZVPD" molar_mass_g_mol=743.8 charge=0 e_tot_ev=-153021.8203 orbital_gap_ev=7.34 relative_energy_kcal_mol=0.0 homo_energy_ev=-7.988
C 15.39530 10.91815 0.65018
C 12.75329 6.70859 0.35485
H 8.48690 22.03984 7.83614
F 12.36637 12.24274 4.10502
C 12.43424 16.87753 7.02654
O 16.05485 12.63881 6.17618
C 14.83894 11.98882 -0.30928
C 10.22160 19.09770 6.76589
H 12.54312 15.79303 7.01636
H 9.30701 18.50714 6.81947
H 13.71175 9.03201 -0.38540
C 12.81890 16.94213 4.70467
H 16.02893 11.37541 1.41014
H 14.54053 11.02312 3.29195
H 12.35077 5.99765 1.07641
H 11.99331 19.31170 5.54764
O 13.65354 11.15025 5.86127
H 14.55288 17.05000 7.46217
H 10.39433 21.30630 6.53166
H 13.73866 18.54321 7.28800
H 14.12252 18.54407 5.04007
H 10.86680 15.36207 4.87644
F 10.86033 13.69256 1.94645
C 13.74022 17.52113 6.90925
O 14.59588 14.33180 7.33904
S 13.09493 12.53426 5.57141
H 10.97934 7.54812 -0.05085
N 14.23707 10.18314 1.29768
O 12.01165 13.08050 6.32570
Cu 14.27383 14.04800 2.75006
C 9.63106 20.54061 6.67041
C 11.15726 18.61584 5.61759
O 10.43766 14.79450 -0.07844
Cl 16.98811 14.39874 1.89209
H 15.34528 11.70110 -1.23067
N 14.17033 13.74730 4.91577
H 15.98698 10.23141 0.04488
C 13.02892 11.09660 1.01750
S 15.07094 13.72202 6.09214
S 11.11084 15.10069 1.18746
H 10.63928 18.62945 4.65862
C 11.73193 7.08252 -0.68719
H 11.72412 17.16051 7.80355
H 13.54696 6.21355 -0.20473
H 12.90494 11.46224 -1.17991
H 12.04889 10.62404 0.95175
O 12.93131 16.11138 -0.93840
H 12.98756 12.89706 -0.16445
F 14.60346 16.39359 0.76089
H 13.73843 9.45074 3.32641
O 12.57535 17.49547 1.12701
C 14.05418 17.51395 5.38975
H 9.94610 16.02870 6.41710
H 12.12222 7.58007 -1.57500
F 16.12296 14.88452 5.62164
H 11.26358 6.18842 -1.09869
H 9.05110 20.70288 5.76189
H 12.03863 8.38943 1.53659
N 12.83039 14.99145 1.30523
H 9.62434 16.57768 4.80941
C 10.41420 16.17536 5.44372
C 12.99406 7.93349 1.27706
H 13.28929 7.57428 2.26291
H 15.48045 9.53018 2.91545
H 15.09239 8.35185 0.63507
C 14.51717 10.03387 2.83486
C 8.76234 20.98715 7.89986
S 12.98562 16.28255 0.49345
H 12.90074 15.88371 4.45739
H 12.43642 17.50839 3.85545
H 13.11131 11.82110 1.82770
C 14.09258 8.78499 0.60558
C 13.39360 11.89564 -0.30728
O 10.45825 16.05350 2.13623
H 14.98643 16.98203 5.19980
H 10.82640 18.96644 7.66315
H 9.30407 21.03791 8.84435
N 11.64999 17.11810 5.71013
H 15.14653 12.93082 0.14472
H 7.81336 20.47290 8.05176

67
Properties=species:S:1:pos:R:3 method="wB97M-V/def2-TZVPD" molar_mass_g_mol=409.5 charge=-1 e_tot_ev=-39752.5757 orbital_gap_ev=6.77 homo_energy_ev=-4.688
F 0.97831 -4.14499 -0.16444
H 1.95723 -5.38764 2.40893
H 3.05163 9.43932 -2.23067
H -2.66392 6.37991 -0.48098
H 3.39661 8.46947 0.03119
H -2.83215 -3.26274 -0.88507
H 3.68802 5.88467 1.25330
F 2.01055 -3.71763 -1.99755
C 2.26509 6.02006 -0.36195
C -2.61385 -2.54499 -1.67631
C 3.67151 5.79616 0.16607
H -0.90880 -7.46169 3.36221
H 2.71425 -7.73291 2.54662
H -1.81666 -5.98633 3.63235
C -0.83810 -6.44829 3.77398
H 1.82850 -5.96943 4.05995
H -0.75265 1.82135 0.06492
C 1.42051 -6.08900 3.04677
H -0.43374 -0.05846 -1.67914
O 1.19419 -6.07780 -2.72072
C 1.89792 -4.59745 -0.99729
H -1.14565 5.70712 -1.10082
O 1.86911 -6.99185 -0.78785
H -0.49669 -5.48796 5.67815
H -4.52980 -2.81095 -2.62923
H -2.93858 3.27578 1.64253
F 3.08956 -4.55324 -0.36928
O 1.70861 7.27330 -0.00185
C -2.73700 4.26577 -0.89937
H -1.81752 2.07495 2.28015
H 0.37278 -2.04172 -2.94491
H -1.09755 -2.08013 -3.89388
H -1.62093 5.42287 0.56941
H -0.40684 0.26421 -3.42327
H -1.27977 -7.07676 5.79053
H 1.13491 -8.24493 3.14978
C 1.61987 -6.03809 -1.54907
H 0.44724 -6.95846 5.45640
H 3.10768 7.68446 -2.37367
C -0.69108 -1.81231 -2.91130
O 0.06269 -5.67289 3.01933
H 1.59957 5.26739 0.06101
C -0.87935 -0.32798 -2.63817
C -2.33468 2.40571 1.37913
H -3.25061 -3.86846 -3.25482
H -0.61380 3.47931 0.61729
H -3.09958 4.40907 -1.91773
H -1.93378 -0.04788 -2.60027
H -2.86277 -1.55253 -1.27700
H -3.01478 1.61684 1.05559
H 4.38100 6.52149 -0.23473
C 1.64943 -7.49903 2.53612
C -3.47108 -2.86434 -2.89067
H 1.55349 8.51003 -2.42297
C -1.33002 2.71917 0.28362
H 1.28702 -7.59529 1.51149
H 2.23105 5.88841 -1.44894
O -1.92626 3.10813 -0.94152
C 2.41083 8.41747 -0.44506
C -0.52125 -6.49650 5.26137
H 4.02109 4.80062 -0.10794
C -1.99947 5.51536 -0.44912
H 1.84301 9.27257 -0.07705
C 2.53937 8.51634 -1.95614
O -1.22866 -2.64918 -1.91014
H -3.62124 4.09069 -0.27535
H -3.29400 -2.16820 -3.71199

60
Properties=species:S:1:pos:R:3 method="wB97M-V/def2-TZVPD" molar_mass_g_mol=342.2 charge=-1 e_tot_ev=-73738.1187 orbital_gap_ev=7.28 homo_energy_ev=-4.476
H 2.14017 -4.01581 0.45061
H -0.02308 -0.57470 -2.02949
C 1.54095 -4.42446 1.26112
H -4.87410 -1.66997 -2.69612
C -1.31211 1.06537 -1.70746
H 1.99732 3.45444 0.97789
H -3.94595 -2.56767 0.67801
Ga -4.00692 -1.01360 -1.48877
H -5.58898 -2.27813 0.15712
C 0.27548 -2.41412 2.25967
H -1.39006 0.95749 -0.62236
C 1.84312 3.10105 -0.04077
H 2.69576 0.36512 -1.20044
C -4.62591 -1.79505 0.31297
H -4.36495 0.56433 -1.43286
C 0.87090 4.06162 -0.76113
H -0.10684 -0.33185 2.06701
C 1.41017 -3.43542 2.42269
H 2.34864 -2.88920 2.52198
H -0.18691 2.23321 -3.09655
H 2.01723 -5.34726 1.58447
C 3.19678 3.02018 -0.74660
C 3.44314 0.44858 -0.41232
O -6.07043 -0.90760 2.08788
H 0.74934 1.61044 -1.75746
C 4.10430 1.82165 -0.45190
C -0.20325 2.06962 -2.01850
C -1.05735 -0.31544 -2.29122
H -0.90681 4.08798 -1.94862
H 1.37459 2.12458 0.03440
C -4.80679 -0.73834 1.38288
H -4.01142 -0.80946 2.12232
H -2.26421 1.45500 -2.05637
H 0.89375 -0.30821 0.04309
H 4.21248 -0.28666 -0.64784
C 2.82228 0.03992 0.93328
H 0.56817 -4.66720 0.84243
H 1.82175 -1.74427 0.35486
H 3.74013 3.92354 -0.46334
H 2.62695 0.92490 1.53606
H 4.84370 1.78975 -1.25340
H -1.08734 3.23775 -0.44143
H 0.58198 4.85079 -0.06797
H -1.07766 -0.24357 -3.38142
H 1.38802 4.55960 -1.58146
C -2.00969 -1.42531 -1.79944
C 1.54598 -0.77862 0.77775
H 1.39000 -0.71195 2.93506
H 3.04062 3.09961 -1.82148
H 3.54267 -0.58325 1.46132
C 0.76746 -0.98014 2.08111
H -0.38894 -2.44815 3.12005
H -1.55897 -1.86871 -0.90751
C -0.40566 3.39162 -1.27596
H -0.34296 -2.66896 1.39920
H -1.99791 -2.21734 -2.55026
H -4.79476 0.26572 0.95680
H 4.67989 1.98444 0.45932
H 1.27510 -4.00696 3.33730
H -6.33886 -0.04092 2.39179

61
Properties=species:S:1:pos:R:3 method="wB97M-V/def2-TZVPD" molar_mass_g_mol=411.4 charge=+1 e_tot_ev=-30390.1841 orbital_gap_ev=7.56 relative_energy_kcal_mol=0.0 homo_energy_ev=-9.738
H 0.10355 -4.21549 1.91199
H 1.56171 -2.99830 -3.63324
H -3.10649 -2.53149 0.96525
H -1.05046 2.61726 -4.30950
C 1.06200 0.82927 2.70298
H -1.01359 -4.28838 -0.34218
C 0.53845 0.24856 -3.06941
N -0.24646 2.48966 -2.33907
H 1.51006 0.73775 -2.94768
H -1.74956 3.98918 -2.39478
C -0.28652 -3.33083 1.39559
H 0.23540 0.44063 -4.10738
H 0.30850 1.37073 4.67689
I -2.55490 0.96533 1.51028
C -0.48555 1.00450 -2.21760
N 0.41089 -1.50922 2.99152
H -0.02966 3.98584 -3.73645
C 0.81353 0.54322 4.18608
H -2.19643 2.54409 -1.49781
H -1.16978 -2.85265 3.32772
H -1.13948 -0.41047 3.86782
H 0.53397 -2.93983 0.78976
C 0.86008 -0.50146 1.96391
H 0.74514 2.49708 -4.20980
C -2.45194 -2.73668 0.12010
H 0.65342 -1.51969 -1.86192
C -0.15708 2.90471 -3.76822
H 0.02871 -0.32211 1.26941
C -1.38405 3.24064 -1.69391
H -0.93930 3.17025 0.40943
C 1.56268 -2.34436 3.41658
H -0.51245 -1.58456 -3.16256
H -1.43671 -1.63784 2.10704
H -1.32372 4.76585 -0.08472
H 1.21140 -3.30073 3.78542
H 1.69608 -0.89780 1.40057
C -1.45249 -3.83646 0.55275
H -1.50634 0.84537 -2.55180
C 1.53237 -1.92115 -3.78854
H 2.09140 1.15693 2.48920
H 1.34744 -1.72258 -4.84539
C -0.70147 -2.35407 2.47768
H 2.53189 -1.53321 -3.57597
H -0.05041 -1.24692 5.04101
H 2.12946 -1.78152 4.15206
C 1.01093 2.90780 -1.61914
C 0.64088 4.06562 -0.74859
H -0.37877 0.81443 -1.14791
H -1.97161 -4.62945 1.09022
H -1.91685 -1.82930 -0.15194
H -3.03634 -3.04971 -0.74086
C 0.49770 -1.25753 -2.91014
H 2.20201 -2.52582 2.55916
H 0.48532 1.67869 2.34408
H 1.74440 0.34162 4.71400
C -0.83313 3.86306 -0.43452
H 1.30095 2.03888 -1.02545
H 1.27383 4.11879 0.13684
C -0.11210 -0.66076 4.12255
H 1.81561 3.05088 -2.33474
H 0.75388 5.04374 -1.22670

75
Properties=species:S:1:pos:R:3 method="wB97M-V/def2-TZVPD" molar_mass_g_mol=536.3 charge=-1 e_tot_ev=-64641.2825 orbital_gap_ev=4.36 relative_energy_kcal_mol=229.8 homo_energy_ev=-3.955
O 0.49387 -3.63344 0.84917
H -3.51847 -3.48145 0.86872
C -1.91520 -0.95599 1.09592
P -0.58100 -3.17516 1.79684
H -2.33792 -4.35066 -0.15389
C 0.73790 -5.10661 3.00918
O -1.27895 -2.16466 0.62822
O -3.48062 1.46622 -1.96385
H 4.08015 1.17194 -3.29208
H 1.91906 -2.22756 -2.62406
H -0.50077 1.36935 1.07007
H -1.97296 -0.41786 -2.11157
C -2.47525 1.49194 -3.02425
H 2.09930 3.29214 5.32957
O 0.06597 -3.86921 3.17660
H 2.21306 2.44397 -3.68012
H -5.97197 -1.06561 -0.97358
C -4.57350 0.79536 -2.27651
H -2.35041 -0.44797 0.23725
C 1.54960 2.05283 -1.65991
C 0.32891 1.94275 1.47658
C 2.05930 1.51428 -3.10496
H 0.97523 5.04513 -2.83510
H -5.46004 1.52407 -0.42914
O 1.34647 1.72197 4.18097
H 0.62381 2.50011 5.91448
O 2.68498 2.97153 2.31973
H -3.36856 -5.23241 0.99023
C 1.58867 2.33499 5.43460
H 3.81186 -0.63397 -0.72577
C -1.54364 0.25097 -2.86370
H -6.41967 1.78954 -1.93511
C 2.86726 -1.74271 -2.38379
H 4.26394 -0.87141 -3.73514
H -1.89989 2.41698 -2.93090
C -6.60093 -0.20288 -1.20701
H -0.21731 4.37466 -1.54721
H 2.58108 3.92296 -0.85113
H 4.88514 0.10736 3.61572
C 2.94004 -1.26168 -0.92883
H -1.17820 -0.29976 1.55789
H -7.18310 -0.43594 -2.09870
H 2.16805 1.66834 6.07729
H 3.63326 -2.53149 -2.47561
H 2.62692 -0.72037 -4.34998
O 1.26775 1.01024 2.02597
H -0.04942 2.61630 2.24918
H 2.20659 1.58376 -0.90366
H -2.70806 -1.18640 1.81648
H -2.94621 1.52565 -4.01199
O 0.92817 0.85934 -3.53296
C 0.78617 4.40294 -1.97260
C 1.72666 3.55074 -1.42671
H 1.70578 -4.96068 2.53468
H -7.30028 -0.06871 -0.37137
C -5.78584 1.09176 -1.37713
B -0.02397 0.62418 -2.41671
C 3.22919 -0.63660 -3.44058
O -4.68189 -0.01302 -3.14240
N 3.27310 0.72569 -2.87661
H 0.89799 -5.51988 4.00741
P 2.46444 1.64408 2.98171
H 0.77431 2.50563 0.66769
O 3.74868 1.79283 4.09051
O -1.85571 -4.19475 1.87109
H 5.15903 0.80747 5.22207
H 2.01494 -0.73054 -0.69610
C -2.80999 -4.31052 0.82697
H 0.13478 -5.80656 2.43078
C 4.40107 0.56888 4.47810
O 0.20023 1.71366 -1.45297
H 3.00034 -2.11241 -0.23447
H 3.68481 -0.13455 4.91452
H 0.37615 -0.42460 -1.89517
H -1.53428 -0.26449 -3.83289